<i>
# H16O8

A 8-piece molecular cluster, H16O8 overall (ωB97M-V/def2-TZVPD, the OMol25 dataset).

Values from the calculation:
Orbital gap, hartree: 0.386
HOMO, hartree: -0.392
2S+1: 1
SMILES string: O.O.O.O.O.O.O.O
Total charge: 0

Atoms and positions in Å:
O1 24.564 25.365 1.282
H1 25.118 24.551 1.444
H2 23.870 24.932 1.885
O2 28.097 22.523 3.118
H3 28.783 22.238 2.458
H4 27.246 22.722 2.553
O3 24.479 22.483 -0.665
H5 23.615 22.344 -0.248
H6 24.410 23.377 -0.845
O4 26.263 19.657 0.123
H7 26.753 19.313 -0.632
H8 26.703 20.082 0.825
O5 25.863 22.722 1.552
H9 25.349 22.396 2.248
H10 25.404 22.290 0.852
O6 26.880 22.149 -1.989
H11 25.980 22.446 -1.651
H12 27.441 22.889 -1.840
O7 27.733 24.364 0.275
H13 27.784 23.728 0.979
H14 28.540 24.543 -0.069
O8 24.366 22.225 3.867
H15 23.696 22.835 4.129
H16 24.413 21.381 4.518

Atom charges from the Mulliken analysis, given in e for atoms 1 to 5:
1 O -0.62
2 H 0.26
3 H 0.35
4 O -0.67
5 H 0.31

---

<ii>
# H16O8

H16O8 as an isolated structure (ωB97M-V/def2-TZVPD, the OMol25 dataset).

Values from the calculation:
Orbital gap, hartree: 0.329
HOMO, hartree: -0.339
2S+1: 1
Total charge: 0

Atoms and positions in Å:
O1 0.568 -2.191 1.872
H1 0.134 -2.391 1.043
H2 -0.100 -1.743 2.391
O2 -1.338 -1.275 0.793
H3 -1.529 -2.211 0.848
H4 -2.185 -0.848 0.921
O3 0.849 2.226 -0.745
H5 0.385 1.852 -1.494
H6 1.578 1.625 -0.589
O4 -2.186 0.503 2.011
H7 -1.449 0.711 1.436
H8 -1.821 -0.097 2.662
O5 1.476 0.296 -2.736
H9 1.958 -0.531 -2.731
H10 0.698 0.123 -2.206
O6 -0.028 0.166 0.248
H11 -0.375 -0.681 0.529
H12 0.643 -0.052 -0.400
O7 -1.647 1.340 -0.470
H13 -0.929 1.115 0.122
H14 -1.470 0.836 -1.264
O8 1.874 0.348 -0.695
H15 2.594 0.075 -0.126
H16 2.301 0.805 -1.420

Atom charges from the Mulliken analysis, given in e for atoms 1 to 5:
1 O -0.62
2 H 0.31
3 H 0.32
4 O -0.59
5 H 0.24

---

<iii>
# H16O8

A 8-piece molecular cluster, H16O8 overall (ωB97M-V/def2-TZVPD, the OMol25 dataset).

Values from the calculation:
Orbital gap, hartree: 0.410
HOMO, hartree: -0.398
2S+1: 1
SMILES string: O.O.O.O.O.O.O.O
Total charge: 0

Atoms and positions in Å:
O1 0.681 0.966 0.085
H1 1.644 0.933 0.107
H2 0.416 0.041 0.031
O2 3.027 -3.225 0.698
H3 2.329 -2.937 0.099
H4 3.456 -2.405 0.969
O3 -2.680 3.564 -0.831
H5 -2.819 4.040 -0.005
H6 -3.240 4.026 -1.466
O4 0.555 -4.068 -2.264
H7 -0.170 -4.397 -1.721
H8 0.414 -3.115 -2.291
O5 -0.086 2.481 4.107
H9 0.406 1.846 4.640
H10 -0.738 2.844 4.718
O6 -2.895 -1.698 2.125
H11 -3.672 -1.274 2.509
H12 -3.249 -2.219 1.396
O7 -0.137 -0.555 -1.950
H13 -0.962 -0.058 -1.979
H14 0.545 0.124 -1.889
O8 2.499 1.491 -2.042
H15 1.845 1.250 -2.707
H16 2.832 2.345 -2.339

Atom charges from the Mulliken analysis, given in e for atoms 1 to 5:
1 O -0.66
2 H 0.30
3 H 0.35
4 O -0.63
5 H 0.32

---

<iv>
# H16O8

A 8-piece molecular cluster, H16O8 overall (ωB97M-V/def2-TZVPD, the OMol25 dataset).

Values from the calculation:
Orbital gap, hartree: 0.344
HOMO, hartree: -0.343
2S+1: 1
SMILES string: O.O.O.O.O.O.O.O
Total charge: 0

Atoms and positions in Å:
O1 1.668 1.445 0.372
H1 2.272 0.787 0.287
H2 0.772 1.058 0.485
O2 0.065 -2.606 0.698
H3 -0.095 -2.235 1.619
H4 0.857 -3.027 0.871
O3 -1.335 -0.787 2.978
H5 -1.866 -1.213 2.293
H6 -0.636 -1.263 3.300
O4 1.163 -1.670 -0.453
H7 1.376 -0.848 -0.911
H8 1.058 -2.359 -1.066
O5 -2.258 3.586 0.648
H9 -3.204 3.622 0.551
H10 -1.901 4.265 0.016
O6 5.416 1.001 -0.818
H11 5.892 1.821 -0.695
H12 5.006 0.756 -0.004
O7 -2.224 -2.679 -1.968
H13 -3.092 -2.668 -1.461
H14 -1.788 -2.073 -1.461
O8 -2.810 1.590 -1.838
H15 -2.251 2.432 -2.022
H16 -2.082 1.065 -1.421

Atom charges from the Mulliken analysis, given in e for atoms 1 to 5:
1 O -0.61
2 H 0.28
3 H 0.33
4 O -0.54
5 H 0.22

---

It is <ii> that is the least stable of them.

---

<i>
# H16O8

A 8-piece molecular cluster, H16O8 overall (ωB97M-V/def2-TZVPD, the OMol25 dataset).

Values from the calculation:
Orbital gap, hartree: 0.355
HOMO, hartree: -0.348
2S+1: 1
SMILES string: O.O.O.O.O.O.O.O
Total charge: 0

Atoms and positions in Å:
O1 1.038 0.895 1.889
H1 0.786 1.217 2.754
H2 0.357 0.262 1.661
O2 1.430 -0.424 -1.197
H3 2.142 0.078 -1.595
H4 1.222 -1.098 -1.843
O3 -3.353 -0.343 0.681
H5 -4.217 0.016 0.480
H6 -2.749 0.382 0.524
O4 -0.509 0.015 -0.583
H7 -0.124 -0.802 -0.899
H8 -0.978 -0.233 0.214
O5 1.720 1.812 -0.451
H9 2.545 1.809 -0.936
H10 1.292 0.993 -0.699
O6 1.027 -1.867 0.699
H11 1.716 -1.981 1.353
H12 1.476 -1.958 -0.141
O7 -0.294 1.178 -2.719
H13 -0.322 0.769 -1.854
H14 -1.005 1.818 -2.705
O8 -0.899 -0.617 1.521
H15 -0.694 -1.530 1.719
H16 -1.606 -0.392 2.126

Atom charges from the Mulliken analysis, given in e for atoms 1 to 5:
1 O -0.65
2 H 0.27
3 H 0.63
4 O -0.74
5 H 0.15

---

<ii>
# H16O8

A 8-piece molecular cluster, H16O8 overall (ωB97M-V/def2-TZVPD, the OMol25 dataset).

Values from the calculation:
Orbital gap, hartree: 0.408
HOMO, hartree: -0.409
2S+1: 1
SMILES string: O.O.O.O.O.O.O.O
Total charge: 0

Atoms and positions in Å:
O1 0.148 -0.154 -1.512
H1 -0.153 -0.840 -0.923
H2 -0.140 0.621 -0.962
O2 0.196 3.651 -1.212
H3 -0.137 4.412 -0.652
H4 -0.309 3.793 -1.966
O3 -1.863 -2.371 1.354
H5 -2.424 -1.909 0.696
H6 -1.304 -2.957 0.856
O4 1.988 -0.801 1.533
H7 2.732 -0.565 0.844
H8 1.976 -1.766 1.403
O5 2.334 2.257 0.525
H9 1.629 1.927 0.008
H10 2.947 1.514 0.447
O6 -3.605 -1.837 -1.745
H11 -4.303 -2.245 -2.350
H12 -3.053 -1.323 -2.356
O7 4.628 -2.052 -0.317
H13 4.882 -2.573 0.401
H14 3.733 -1.696 -0.241
O8 -3.040 1.661 2.382
H15 -3.920 1.276 2.350
H16 -2.943 1.977 1.437

Atom charges from the Mulliken analysis, given in e for atoms 1 to 5:
1 O -0.63
2 H 0.32
3 H 0.31
4 O -0.58
5 H 0.31

---

It is <i> that is the least stable of them.

---

<i>
# H16O8

A 8-piece molecular cluster, H16O8 overall (ωB97M-V/def2-TZVPD, the OMol25 dataset).

Values from the calculation:
Orbital gap, hartree: 0.411
HOMO, hartree: -0.405
2S+1: 1
SMILES string: O.O.O.O.O.O.O.O
Total charge: 0

Atoms and positions in Å:
O1 2.129 -2.967 0.045
H1 1.520 -3.617 -0.306
H2 1.598 -2.181 0.167
O2 -2.438 1.974 4.391
H3 -2.001 2.423 3.668
H4 -1.727 1.571 4.889
O3 0.414 3.277 1.909
H5 0.598 4.022 1.337
H6 1.249 2.812 1.972
O4 0.852 -1.084 -5.415
H7 1.542 -1.191 -4.761
H8 0.129 -0.679 -4.936
O5 -0.075 -0.019 0.200
H9 -0.410 -0.049 -0.696
H10 0.060 0.912 0.375
O6 3.776 1.453 2.773
H11 4.281 0.642 2.830
H12 4.432 2.148 2.827
O7 -2.081 -4.109 -0.856
H13 -2.619 -3.339 -0.673
H14 -2.711 -4.814 -1.001
O8 -2.593 0.695 -2.731
H15 -3.368 1.126 -2.370
H16 -2.556 0.991 -3.641

Atom charges from the Mulliken analysis, given in e for atoms 1 to 5:
1 O -0.66
2 H 0.32
3 H 0.33
4 O -0.65
5 H 0.32

---

<ii>
# H16O8

A 8-piece molecular cluster, H16O8 overall (ωB97M-V/def2-TZVPD, the OMol25 dataset).

Values from the calculation:
Orbital gap, hartree: 0.367
HOMO, hartree: -0.372
2S+1: 1
SMILES string: O.O.O.O.O.O.O.O
Total charge: 0

Atoms and positions in Å:
O1 -1.223 -0.909 1.170
H1 -0.325 -0.563 1.118
H2 -1.213 -1.473 1.951
O2 1.087 1.726 0.480
H3 1.701 1.213 1.017
H4 1.495 2.598 0.426
O3 0.152 -1.280 2.829
H5 0.562 -1.343 3.699
H6 0.804 -0.811 2.296
O4 -4.027 -0.551 -0.103
H7 -4.250 -1.051 -0.897
H8 -3.700 0.291 -0.440
O5 -0.332 3.969 -0.110
H9 -0.612 3.425 -0.855
H10 -1.152 4.174 0.352
O6 2.551 -2.081 -0.115
H11 2.589 -1.138 0.083
H12 1.721 -2.186 -0.593
O7 -1.205 -1.475 -2.634
H13 -1.561 -0.612 -2.393
H14 -1.748 -1.752 -3.380
O8 2.630 -0.032 -1.593
H15 2.648 0.461 -0.765
H16 3.407 -0.600 -1.544

Atom charges from the Mulliken analysis, given in e for atoms 1 to 5:
1 O -0.57
2 H 0.31
3 H 0.34
4 O -0.60
5 H 0.28

---

<iii>
# H16O8

A 8-piece molecular cluster, H16O8 overall (ωB97M-V/def2-TZVPD, the OMol25 dataset).

Values from the calculation:
Orbital gap, hartree: 0.383
HOMO, hartree: -0.381
2S+1: 1
SMILES string: O.O.O.O.O.O.O.O
Total charge: 0

Atoms and positions in Å:
O1 0.168 0.523 -0.251
H1 -0.438 0.053 -0.777
H2 0.553 1.119 -0.945
O2 -4.608 -0.574 -0.461
H3 -4.178 0.321 -0.320
H4 -5.244 -0.545 0.165
O3 -1.074 1.172 -2.354
H5 -1.676 0.370 -2.277
H6 -1.639 1.738 -2.923
O4 0.730 2.655 2.216
H7 0.480 2.023 1.476
H8 0.954 3.455 1.748
O5 -3.570 -3.602 -0.136
H9 -3.693 -3.186 -0.974
H10 -2.707 -3.688 0.063
O6 4.376 -0.482 -1.354
H11 5.056 -1.129 -0.979
H12 4.375 0.308 -0.794
O7 1.729 1.530 0.177
H13 1.836 2.104 -0.571
H14 2.363 1.960 0.830
O8 2.016 -2.365 2.594
H15 1.509 -1.547 2.570
H16 2.681 -2.212 3.277

Atom charges from the Mulliken analysis, given in e for atoms 1 to 5:
1 O -0.53
2 H 0.26
3 H 0.36
4 O -0.57
5 H 0.31

---

<iv>
# H16O8

A 8-piece molecular cluster, H16O8 overall (ωB97M-V/def2-TZVPD, the OMol25 dataset).

Values from the calculation:
Orbital gap, hartree: 0.381
HOMO, hartree: -0.393
2S+1: 1
SMILES string: O.O.O.O.O.O.O.O
Total charge: 0

Atoms and positions in Å:
O1 -1.770 1.970 -1.432
H1 -2.012 1.573 -2.269
H2 -2.442 2.633 -1.278
O2 1.590 -2.498 -1.370
H3 2.089 -3.281 -1.138
H4 1.753 -2.378 -2.306
O3 3.775 -1.920 0.411
H5 3.000 -2.003 -0.145
H6 4.458 -2.400 -0.058
O4 -3.056 1.075 1.883
H7 -3.628 1.697 1.433
H8 -2.334 0.928 1.272
O5 -1.100 -3.879 -0.253
H9 -0.511 -4.481 0.203
H10 -0.520 -3.329 -0.780
O6 0.215 0.054 -0.229
H11 0.641 -0.574 -0.814
H12 -0.248 0.651 -0.816
O7 0.930 1.990 1.997
H13 1.851 2.205 2.143
H14 0.934 1.434 1.217
O8 -1.479 3.790 0.767
H15 -1.072 3.393 1.537
H16 -1.064 3.352 0.024

Atom charges from the Mulliken analysis, given in e for atoms 1 to 5:
1 O -0.63
2 H 0.25
3 H 0.31
4 O -0.70
5 H 0.32

---

It is <iii> that is the least stable of them.

---

<i>
# H16O8

H16O8 as an isolated structure (ωB97M-V/def2-TZVPD, the OMol25 dataset).

Values from the calculation:
Orbital gap, hartree: 0.328
HOMO, hartree: -0.352
2S+1: 1
Total charge: 0

Atoms and positions in Å:
O1 -1.385 1.380 1.450
H1 -2.238 1.230 1.043
H2 -0.982 0.513 1.490
O2 0.970 -1.020 -2.532
H3 0.905 -0.459 -1.760
H4 0.249 -1.643 -2.438
O3 1.658 -0.952 1.909
H5 0.925 -0.438 1.570
H6 1.799 -0.614 2.794
O4 -0.038 1.401 -1.876
H7 -0.575 1.914 -1.273
H8 0.042 0.544 -1.457
O5 1.743 0.802 -0.021
H9 2.060 1.236 -0.813
H10 1.181 1.452 0.400
O6 0.214 -0.296 -0.680
H11 1.007 0.179 -0.430
H12 -0.157 -0.597 0.150
O7 -0.413 -0.769 1.192
H13 -0.577 -1.670 0.914
H14 -0.959 -0.654 1.969
O8 -2.195 -0.493 -0.598
H15 -1.644 -1.276 -0.586
H16 -1.591 0.227 -0.416

Atom charges from the Mulliken analysis, given in e for atoms 1 to 5:
1 O -0.71
2 H 0.33
3 H 0.28
4 O -0.74
5 H 0.53

---

<ii>
# H16O8

A 8-piece molecular cluster, H16O8 overall (ωB97M-V/def2-TZVPD, the OMol25 dataset).

Values from the calculation:
Orbital gap, hartree: 0.386
HOMO, hartree: -0.403
2S+1: 1
SMILES string: O.O.O.O.O.O.O.O
Total charge: 0

Atoms and positions in Å:
O1 -0.808 4.235 -0.689
H1 -1.293 4.229 -1.545
H2 -0.433 3.367 -0.667
O2 0.673 0.399 0.306
H3 0.302 -0.462 0.021
H4 1.068 0.856 -0.462
O3 -1.820 1.289 -0.026
H5 -0.863 1.172 0.149
H6 -2.030 0.870 -0.843
O4 -2.395 -0.630 1.985
H7 -2.187 0.010 1.288
H8 -1.914 -0.298 2.733
O5 1.665 -1.809 2.183
H9 1.293 -0.978 2.396
H10 2.265 -1.597 1.464
O6 1.376 2.068 -1.807
H11 0.747 1.976 -2.515
H12 2.155 1.541 -1.974
O7 -0.375 -1.871 -0.458
H13 -0.883 -1.399 -1.095
H14 -1.083 -2.457 -0.263
O8 1.442 -3.740 -0.350
H15 1.956 -3.926 0.389
H16 1.141 -2.845 -0.221

Atom charges from the Mulliken analysis, given in e for atoms 1 to 5:
1 O -0.59
2 H 0.32
3 H 0.25
4 O -0.73
5 H 0.48

---

It is <i> that is the least stable of them.